Density functional theory data (the ωB97M-V functional and the def2-TZVPD basis) for 10 unconnected molecules or ions with the total composition C12H44N6O10 at a distorted geometry.

Geometry as ORCA input:
```
! RIJCOSX wB97M-V def2-TZVPD def2/J DEFGRID3
* xyz 0 1
N -3.041 0.943 0.798
C -3.586 -0.180 0.690
N -4.866 -0.069 0.439
O -2.968 -1.282 1.054
H -2.029 0.834 0.801
H -3.476 1.809 0.531
H -5.532 -0.831 0.563
H -5.282 0.906 0.509
N 3.727 -1.501 -3.868
C 2.603 -0.936 -3.511
N 1.923 -0.637 -4.492
O 2.208 -0.945 -2.180
H 4.330 -1.817 -3.102
H 4.018 -1.758 -4.857
H 0.998 -0.251 -4.360
H 2.205 -0.784 -5.531
N -3.026 0.841 3.380
C -2.790 1.770 4.263
N -3.177 2.967 3.860
O -2.217 1.410 5.459
H -2.604 -0.143 3.443
H -3.097 1.025 2.406
H -2.727 3.685 4.412
H -3.715 3.098 2.986
C -2.298 -1.511 -2.193
C -1.253 -2.577 -2.501
O -0.210 -1.955 -3.132
H -1.950 -0.780 -1.493
H -3.166 -1.980 -1.805
H -2.676 -1.003 -3.066
H -1.724 -3.282 -3.188
H -1.022 -3.159 -1.621
H 0.519 -1.783 -2.624
C 1.164 2.413 -2.993
C -0.301 2.468 -2.566
O -1.165 2.803 -3.562
H 1.355 1.837 -3.896
H 1.775 1.989 -2.139
H 1.328 3.511 -3.109
H -0.550 3.153 -1.711
H -0.527 1.466 -2.242
H -2.059 2.969 -3.320
C 0.430 0.135 0.082
O -0.412 0.620 1.136
H 1.015 -0.741 0.465
H 1.287 0.821 -0.167
H -0.089 -0.141 -0.804
H 0.102 0.976 1.860
C 2.532 -1.291 2.813
O 1.479 -2.073 3.400
H 3.485 -1.591 3.143
H 2.336 -0.193 2.651
H 2.809 -1.689 1.845
H 1.640 -2.911 3.066
C 0.538 2.219 3.864
O 0.734 3.005 2.721
H 0.104 2.726 4.679
H 1.568 1.860 4.129
H 0.058 1.236 3.663
H -0.105 3.230 2.346
C 4.529 0.739 -0.684
O 3.817 -0.334 -0.127
H 5.545 0.863 -0.285
H 4.017 1.648 -0.455
H 4.541 0.633 -1.770
H 3.268 -0.594 -0.858
C 0.091 -3.414 0.914
O -0.151 -4.148 2.078
H -0.361 -2.448 0.979
H -0.191 -4.009 -0.003
H 1.135 -3.093 0.804
H -0.868 -4.773 1.986
*
```

The structure (SMILES) is NC(N)=O.NC(N)=O.NC(N)=O.CCO.CCO.CO.CO.CO.CO.CO. Its frontier orbital gap is 8.63 eV. The value obtained for the largest force on an atom is 0.1859 hartree/bohr. The value obtained for the relative energy (zero: lowest compared OMol25 entry of this formula, charge and spin) is 8.146 eV.

Density functional theory data (the ωB97M-V functional and the def2-TZVPD basis) for a single C2H3ClS molecule at a distorted geometry.

Geometry as ORCA input:
```
! RIJCOSX wB97M-V def2-TZVPD def2/J DEFGRID3
* xyz 0 1
S -0.096 0.974 2.016
C -0.363 -0.115 0.898
C 0.073 0.135 -0.641
Cl 1.434 -1.086 -0.948
H -0.793 -1.128 1.045
H -0.723 0.081 -1.477
H 0.467 1.138 -0.894
*
```

The structure (SMILES) is S=CCCl. Its frontier orbital gap is 8.56 eV. The value obtained for the largest force on an atom is 0.0610 hartree/bohr. The value obtained for the relative energy (zero: lowest compared OMol25 entry of this formula, charge and spin) is 0.547 eV.

Density functional theory data (the ωB97M-V functional and the def2-TZVPD basis) for a molecular structure, C2H4FRb at a distorted geometry.

Geometry as ORCA input:
```
! RIJCOSX wB97M-V def2-TZVPD def2/J DEFGRID3
* xyz 1 2
C -0.465 0.106 0.023
C 0.768 -0.319 -0.307
H -0.769 1.138 -0.167
H -1.121 -0.599 0.540
H 1.157 -1.328 -0.153
F 1.618 0.468 -0.965
Rb 0.775 0.925 3.440
H -1.963 -0.392 -2.411
*
```

As for the expectation value of S²: 0.7503. Its frontier orbital gap (spin up / spin down) is 8.73 / 9.45 eV. The value obtained for the largest force on an atom is 0.0261 hartree/bohr. The value obtained for the relative energy (zero: lowest compared OMol25 entry of this formula, charge and spin) is 0.038 eV.

Density functional theory data (the ωB97M-V functional and the def2-TZVPD basis) for a single CH2Cl4O2SSi molecule at a distorted geometry.

Geometry as ORCA input:
```
! RIJCOSX wB97M-V def2-TZVPD def2/J DEFGRID3
* xyz 0 1
C -1.026 0.750 0.845
S 0.404 1.189 0.171
O 1.482 1.353 1.054
Cl 0.222 2.544 -1.287
O 0.811 -0.063 -0.760
Si 0.341 -1.653 -0.577
Cl -1.645 -1.829 -0.975
Cl 0.838 -2.085 1.399
Cl 1.392 -2.441 -1.926
H -1.051 1.063 1.835
H -1.768 1.172 0.221
*
```

The structure (SMILES) is C=[S@](=O)(Cl)O[Si](Cl)(Cl)Cl. Its frontier orbital gap is 9.08 eV. The value obtained for the largest force on an atom is 0.0888 hartree/bohr. The value obtained for the relative energy (zero: lowest compared OMol25 entry of this formula, charge and spin) is 0.167 eV.

Density functional theory data (the ωB97M-V functional and the def2-TZVPD basis) for 3 unconnected molecules or ions with the total composition C19H28Br2IN3O9PS at a distorted geometry.

Geometry as ORCA input:
```
! RIJCOSX wB97M-V def2-TZVPD def2/J DEFGRID3
* xyz 1 1
C 2.709 -4.019 2.884
S 1.781 -2.869 1.836
O 2.145 -3.140 0.477
O 2.193 -1.536 2.189
C 0.000 -3.153 1.954
C -0.465 -4.419 1.578
Br 0.723 -5.784 1.003
C -1.840 -4.727 1.602
P -2.394 -6.410 1.033
N -3.910 -6.680 1.101
O -1.643 -7.445 2.000
O -1.871 -6.631 -0.486
C -2.691 -3.727 2.032
N -4.063 -4.019 2.034
N -2.220 -2.506 2.408
C -3.247 -1.522 2.814
C -4.010 -0.884 1.607
C -3.620 0.575 1.342
I -4.288 1.874 2.919
C -0.911 -2.212 2.371
C -0.397 -0.828 2.739
C -0.018 -0.032 1.466
O 0.664 0.941 1.517
Br -0.666 -0.680 -0.283
H 3.534 -3.507 3.382
H 3.138 -4.757 2.200
H 2.061 -4.584 3.563
H -4.236 -6.919 0.168
H -2.358 -7.976 2.387
H -1.576 -5.799 -0.884
H -4.557 -3.435 1.366
H -4.450 -3.923 2.967
H -4.015 -2.003 3.418
H -2.861 -0.709 3.426
H -3.916 -1.478 0.687
H -5.076 -0.877 1.865
H -2.557 0.742 1.178
H -4.134 0.893 0.430
H 0.470 -0.965 3.389
H -1.102 -0.209 3.299
O 0.030 0.394 -4.162
C 0.814 1.201 -3.746
O 0.954 2.439 -4.264
C 2.049 3.125 -3.613
C 2.217 2.421 -2.279
C 1.804 0.993 -2.620
H 2.937 3.039 -4.244
H 1.802 4.167 -3.500
H 3.221 2.506 -1.871
H 1.523 2.842 -1.550
H 2.644 0.403 -2.991
H 1.328 0.492 -1.784
O 2.908 5.202 -2.038
C 3.119 6.262 -2.558
O 3.872 6.399 -3.670
C 4.030 7.795 -3.987
C 2.862 8.490 -3.308
C 2.645 7.618 -2.076
H 4.995 8.131 -3.603
H 4.018 7.924 -5.067
H 3.057 9.537 -3.081
H 1.980 8.445 -3.949
H 3.268 7.931 -1.237
H 1.600 7.581 -1.780
*
```

Its frontier orbital gap is 6.56 eV. The value obtained for the largest force on an atom is 0.0706 hartree/bohr.

Density functional theory data (the ωB97M-V functional and the def2-TZVPD basis) for 14 unconnected molecules or ions with the total composition C63H128F14N15O34S14 at a distorted geometry.

Geometry as ORCA input:
```
! RIJCOSX wB97M-V def2-TZVPD def2/J DEFGRID3
* xyz 1 1
C -0.811 3.882 -3.628
N 0.637 4.038 -3.494
C 1.083 4.455 -2.326
C 2.500 4.772 -2.129
C 3.382 4.565 -3.177
C 2.891 4.021 -4.313
C 1.511 3.770 -4.486
C 4.827 4.733 -3.134
C 5.478 5.227 -4.310
C 6.837 5.298 -4.337
N 7.623 4.986 -3.258
C 7.072 4.634 -2.052
C 5.706 4.356 -2.065
C 9.095 5.161 -3.367
H -1.234 2.885 -3.751
H -1.185 4.508 -4.437
H -1.235 4.335 -2.731
H 0.435 4.602 -1.475
H 2.907 5.044 -1.167
H 3.607 3.674 -5.044
H 1.078 3.485 -5.433
H 5.025 5.578 -5.225
H 7.406 5.676 -5.173
H 7.701 4.453 -1.193
H 5.334 3.885 -1.167
H 9.304 6.041 -2.760
H 9.479 5.288 -4.380
H 9.580 4.263 -2.985
C 5.594 -4.767 4.001
C 6.073 -3.969 5.209
C 7.527 -3.433 4.961
C 7.478 -2.247 4.018
C 6.485 -1.159 4.312
C 5.067 -1.571 4.642
N 5.099 -2.866 5.495
O 3.838 -3.177 6.044
C 4.231 -1.822 3.353
C 4.383 -0.473 5.508
C 6.146 -4.844 6.537
H 6.235 -5.618 3.770
H 5.682 -4.096 3.147
H 4.573 -5.149 3.986
H 8.218 -4.246 4.738
H 7.931 -3.118 5.923
H 7.456 -2.566 2.975
H 8.454 -1.762 4.006
H 6.488 -0.348 3.583
H 6.982 -0.719 5.177
H 4.721 -2.476 2.632
H 4.100 -0.863 2.851
H 3.259 -2.216 3.647
H 3.389 -0.828 5.781
H 4.214 0.492 5.031
H 4.875 -0.263 6.457
H 6.387 -4.310 7.456
H 6.949 -5.581 6.499
H 5.229 -5.425 6.633
C -10.129 1.501 5.426
C -9.470 1.497 4.010
C -10.002 2.693 3.210
C -9.255 3.069 1.938
C -7.854 3.397 2.311
C -7.096 2.254 3.017
N -7.980 1.697 4.188
O -7.298 0.690 4.929
C -5.750 2.794 3.518
C -6.664 1.154 2.096
C -9.666 0.180 3.217
H -9.652 0.800 6.111
H -11.202 1.320 5.357
H -10.107 2.411 6.026
H -10.122 3.541 3.884
H -11.029 2.535 2.880
H -9.786 3.902 1.477
H -9.504 2.279 1.230
H -7.858 4.319 2.893
H -7.396 3.432 1.323
H -5.134 3.214 2.723
H -5.087 2.041 3.943
H -5.983 3.624 4.185
H -7.431 0.857 1.381
H -6.334 0.247 2.603
H -5.793 1.348 1.471
H -10.747 0.042 3.190
H -9.293 -0.622 3.854
H -9.306 0.206 2.188
C -2.513 1.358 0.732
C -2.087 0.120 -0.069
C -1.410 0.605 -1.403
C 0.069 1.004 -1.272
C 0.885 -0.181 -0.666
C 0.282 -0.678 0.735
N -1.163 -0.852 0.671
O -1.690 -1.811 1.533
C 0.614 0.384 1.748
C 0.977 -2.050 0.971
C -3.352 -0.670 -0.532
H -3.204 2.036 0.232
H -1.643 1.919 1.074
H -2.957 1.128 1.700
H -1.781 1.534 -1.836
H -1.548 -0.104 -2.220
H 0.159 1.965 -0.768
H 0.422 1.204 -2.284
H 1.933 0.107 -0.594
H 0.808 -0.884 -1.496
H 0.471 1.428 1.469
H 1.694 0.304 1.873
H 0.278 0.261 2.778
H 2.041 -2.004 0.740
H 0.605 -2.951 0.483
H 0.914 -2.452 1.982
H -4.074 -0.023 -1.031
H -3.835 -1.097 0.346
H -3.052 -1.541 -1.114
C 7.653 5.643 2.398
C 7.313 4.529 3.476
N 8.106 3.175 3.267
C 9.614 3.420 3.137
C 7.786 2.235 4.488
C 8.558 2.659 5.778
C 7.706 2.478 1.944
C 6.222 2.163 1.677
O 5.315 3.325 1.737
C 3.900 2.880 1.719
H 7.579 5.216 1.398
H 8.660 6.057 2.451
H 7.013 6.502 2.603
H 6.246 4.306 3.482
H 7.608 4.751 4.502
H 9.942 4.045 3.967
H 9.871 4.073 2.302
H 10.113 2.452 3.090
H 8.083 1.232 4.182
H 6.704 2.306 4.595
H 8.180 2.116 6.645
H 8.423 3.714 6.014
H 9.644 2.574 5.746
H 8.102 1.463 1.959
H 8.167 3.113 1.187
H 5.937 1.299 2.278
H 6.239 1.868 0.628
H 3.694 2.331 0.800
H 3.267 3.765 1.650
H 3.547 2.284 2.561
C 1.556 -4.342 -3.243
C 2.815 -3.537 -3.462
N 2.968 -2.977 -4.874
C 4.437 -2.616 -5.242
C 2.500 -3.996 -5.965
C 3.585 -5.108 -6.219
C 2.139 -1.626 -4.979
C 1.551 -1.272 -6.347
O 2.507 -0.920 -7.383
C 2.969 0.493 -7.294
H 1.245 -4.472 -2.206
H 1.651 -5.380 -3.562
H 0.632 -3.923 -3.641
H 3.730 -4.048 -3.163
H 2.829 -2.692 -2.773
H 4.665 -1.709 -4.682
H 4.641 -2.378 -6.286
H 5.117 -3.426 -4.978
H 2.367 -3.462 -6.906
H 1.491 -4.325 -5.720
H 3.253 -5.823 -6.972
H 3.768 -5.771 -5.374
H 4.592 -4.826 -6.526
H 2.719 -0.871 -4.449
H 1.255 -1.774 -4.358
H 0.925 -0.399 -6.161
H 0.937 -2.075 -6.754
H 2.110 1.157 -7.385
H 3.613 0.900 -8.073
H 3.489 0.745 -6.370
C -7.786 -1.183 -1.202
C -7.663 -1.266 -2.720
N -6.696 -2.383 -3.157
C -5.295 -2.025 -2.601
C -7.109 -3.767 -2.552
C -6.261 -4.972 -2.994
C -6.610 -2.520 -4.692
C -7.800 -3.152 -5.369
O -9.088 -2.569 -5.027
C -10.184 -3.115 -5.733
H -8.199 -2.008 -0.622
H -8.458 -0.350 -0.993
H -6.915 -0.780 -0.686
H -7.156 -0.360 -3.054
H -8.711 -1.368 -3.001
H -4.545 -2.715 -2.989
H -5.358 -1.981 -1.514
H -5.118 -1.016 -2.972
H -8.162 -3.832 -2.828
H -7.110 -3.592 -1.476
H -5.198 -4.931 -2.757
H -6.303 -5.198 -4.060
H -6.638 -5.855 -2.477
H -5.722 -3.131 -4.848
H -6.475 -1.506 -5.069
H -7.811 -4.236 -5.248
H -7.548 -2.949 -6.409
H -11.037 -2.531 -5.387
H -10.379 -4.172 -5.553
H -10.144 -2.963 -6.812
N -6.068 4.099 -2.802
S -6.350 2.671 -2.436
O -7.072 2.476 -1.197
O -5.510 1.592 -2.893
F -7.556 2.604 -3.569
S -4.703 4.237 -1.739
O -3.514 3.717 -2.367
O -4.849 4.104 -0.283
F -4.668 5.858 -1.930
N -2.263 -0.938 6.346
S -2.468 0.172 5.387
O -2.785 1.525 5.936
O -2.903 0.006 4.066
F -0.864 0.405 5.065
S -3.779 -1.578 6.222
O -4.036 -2.416 5.062
O -4.887 -0.724 6.662
F -3.683 -2.661 7.404
N -6.512 -3.573 1.194
S -6.153 -2.927 2.485
O -5.083 -1.924 2.516
O -6.494 -3.629 3.710
F -7.447 -1.891 2.324
S -5.048 -4.354 0.966
O -4.605 -5.377 1.978
O -3.989 -3.625 0.292
F -5.535 -5.379 -0.214
N -0.703 6.097 1.900
S -1.907 5.283 1.364
O -2.714 4.532 2.295
O -1.797 4.760 0.018
F -2.900 6.537 1.153
S 0.136 4.630 2.218
O 0.574 3.835 1.049
O -0.189 3.955 3.493
F 1.609 5.223 2.578
N -2.044 -0.964 -6.513
S -2.049 -2.348 -6.005
O -3.307 -3.012 -5.858
O -0.904 -2.796 -5.156
F -1.542 -3.073 -7.419
S -2.156 -0.223 -5.036
O -0.969 0.457 -4.499
O -3.073 -0.848 -4.039
F -3.003 0.997 -5.564
N 4.245 -0.670 -2.408
S 4.436 0.750 -2.384
O 5.796 1.274 -2.501
O 3.509 1.635 -1.641
F 3.974 0.928 -4.012
S 5.028 -0.897 -0.955
O 4.702 -0.107 0.239
O 6.397 -1.390 -1.122
F 4.176 -2.187 -0.536
N 0.795 -6.767 4.020
S 1.812 -7.822 4.246
O 3.044 -7.477 4.872
O 1.825 -9.079 3.472
F 1.121 -8.458 5.595
S 1.727 -6.003 2.849
O 2.695 -6.711 2.023
O 2.081 -4.590 3.176
F 0.616 -5.715 1.657
*
```

Its frontier orbital gap is 2.59 eV. The value obtained for the largest force on an atom is 0.2629 hartree/bohr.

Density functional theory data (the ωB97M-V functional and the def2-TZVPD basis) for 2 unconnected molecules or ions with the total composition C4H12O2S at a distorted geometry.

Geometry as ORCA input:
```
! RIJCOSX wB97M-V def2-TZVPD def2/J DEFGRID3
* xyz 0 1
O 3.315 -0.090 -0.783
C 2.416 -0.528 0.311
C 1.440 0.352 0.948
C -0.061 0.227 0.412
C -1.031 1.105 1.226
S -2.592 0.957 0.397
H 3.709 0.798 -0.498
H 3.118 -0.876 1.091
H 1.742 -1.328 -0.077
H 1.542 0.215 2.006
H 1.773 1.355 0.999
H 0.007 0.471 -0.618
H -0.373 -0.914 0.475
H -0.696 2.159 1.381
H -1.116 0.912 2.275
H -2.525 2.034 -0.237
O -0.951 -2.618 -2.513
H -1.092 -3.232 -1.798
H -0.099 -2.175 -2.366
*
```

The structure (SMILES) is OCCCCS.O. Its frontier orbital gap is 9.79 eV. The value obtained for the largest force on an atom is 0.0738 hartree/bohr. The value obtained for the relative energy (zero: lowest compared OMol25 entry of this formula, charge and spin) is 1.542 eV.